*A*
This record from the OMol25 dataset describes an isolated molecule of C4H12N2S. The level of theory is wB97M-V/def2-TZVPD.

For the LUMO energy, the calculation gives 1.0 eV. As for the SMILES: NCCNCCS.

Structure (ORCA input):
```
! RIJCOSX wB97M-V def2-TZVPD def2/J DEFGRID3
* xyz 0 1
N 2.27337 1.58343 -0.03891
C 1.09173 1.80757 -0.90926
C 0.25989 0.55418 -0.99090
N -0.17362 0.03980 0.29349
C -1.52730 -0.45371 0.45464
C -1.62451 -1.87167 1.04027
S -0.41136 -3.01499 0.37288
H 2.29453 0.58488 0.17321
H 3.17197 1.75002 -0.47436
H 0.51992 2.57599 -0.39402
H 1.31897 2.15541 -1.90805
H -0.57555 0.64074 -1.68684
H 0.86806 -0.22055 -1.49853
H 0.09868 0.63092 1.06662
H -2.08402 0.25950 1.07358
H -2.02957 -0.42276 -0.51463
H -2.62094 -2.24624 0.82642
H -1.51741 -1.80464 2.11262
H 0.66718 -2.54790 1.00178
*
```

=====

*B*
This record from the OMol25 dataset describes a cluster of 2 separate species, C4H12N2S in total. The level of theory is wB97M-V/def2-TZVPD.

For the LUMO energy, the calculation gives -3.5 eV.

Structure (ORCA input):
```
! RIJCOSX wB97M-V def2-TZVPD def2/J DEFGRID3
* xyz 0 1
C 0.28874 1.55125 -0.23229
N -0.17802 0.09193 -0.49562
C 0.58134 -0.71173 -1.45625
C 0.25217 -2.23090 -1.29588
S -0.59244 -2.91188 1.79044
C -0.01375 1.93947 1.32519
N -1.17866 1.36428 2.01151
H 1.42187 1.53746 -0.38232
H -0.39785 2.14315 -0.91451
H -0.32312 -0.49842 0.27490
H 1.67695 -0.56673 -1.43234
H 0.40365 -0.41534 -2.57763
H 0.98421 -2.87352 -1.78553
H 0.15346 -2.53788 -0.19296
H -0.82896 -2.43828 -1.64157
H 0.88824 1.52075 1.80915
H -0.02932 3.04408 1.30779
H -1.03259 0.41552 2.28929
H -2.07590 1.57681 1.59863
*
```

=====

Which of them is the most stable? Correct choice: *A*.

=====

*A*
This record from the OMol25 dataset describes an isolated molecule of C4H12N2S. The level of theory is wB97M-V/def2-TZVPD.

For the LUMO energy, the calculation gives 1.0 eV. As for the SMILES: NCCNCCS.

Structure (ORCA input):
```
! RIJCOSX wB97M-V def2-TZVPD def2/J DEFGRID3
* xyz 0 1
N 0.06248 2.35573 2.16479
C 0.42698 2.66092 0.80437
C -0.27121 1.70590 -0.16933
N -0.12254 0.30170 0.18151
C 0.92411 -0.41745 -0.51814
C 0.71679 -1.91346 -0.44539
S -0.88071 -2.45829 -1.14782
H 0.72136 2.64340 2.87091
H -0.84029 2.70327 2.45250
H 0.16760 3.68735 0.52589
H 1.50441 2.47350 0.70606
H 0.12125 1.90972 -1.16872
H -1.33322 1.95559 -0.25141
H 0.03184 0.25601 1.18458
H 1.92493 -0.19520 -0.11948
H 0.92724 -0.10106 -1.55452
H 1.47422 -2.43732 -1.02408
H 0.74195 -2.27682 0.57282
H -1.62012 -1.67087 -0.35600
*
```

=====

*B*
This record from the OMol25 dataset describes an isolated molecule of C4H12N2S. The level of theory is wB97M-V/def2-TZVPD.

For the LUMO energy, the calculation gives 0.9 eV. As for the SMILES: NCCNCCS.

Structure (ORCA input):
```
! RIJCOSX wB97M-V def2-TZVPD def2/J DEFGRID3
* xyz 0 1
N 2.97144 -0.02116 1.34861
C 1.61407 0.49826 1.50597
C 0.80652 0.05296 0.25823
N -0.56620 0.46674 0.44544
C -1.32957 0.65860 -0.81522
C -1.67422 -0.47533 -1.72949
S -2.93309 -1.58361 -1.01401
H 3.58781 0.32554 2.07996
H 3.07518 -1.02310 1.49254
H 1.11106 0.33152 2.45512
H 1.70458 1.58889 1.36438
H 1.34860 0.35862 -0.62249
H 1.00066 -1.04764 0.23444
H -1.07403 -0.19911 1.02408
H -2.17098 1.25250 -0.43212
H -0.70503 1.37259 -1.39642
H -0.86326 -1.21319 -1.82049
H -1.84620 -0.19834 -2.77143
H -4.05736 -1.14472 -1.60710
*
```

=====

*C*
This record from the OMol25 dataset describes an isolated molecule of C4H12N2S. The level of theory is wB97M-V/def2-TZVPD.

For the LUMO energy, the calculation gives 0.9 eV. As for the SMILES: CN[C@H](CN)CS.

Structure (ORCA input):
```
! RIJCOSX wB97M-V def2-TZVPD def2/J DEFGRID3
* xyz 0 1
C 2.24336 -0.41743 -0.16339
N 1.03369 -1.22506 0.02640
C -0.24706 -0.53074 0.04183
C -0.55529 0.19539 -1.27496
N -1.81999 0.91895 -1.35870
C -0.29201 0.36102 1.29286
S -1.92385 0.90939 1.86702
H 3.10776 -1.05844 0.01216
H 2.34335 0.00982 -1.16102
H 2.28947 0.41789 0.53692
H 1.01663 -1.92528 -0.70732
H -1.03270 -1.28033 0.20225
H -0.55806 -0.56616 -2.06838
H 0.28332 0.85400 -1.51554
H -1.71632 1.87844 -1.05603
H -2.50669 0.49351 -0.75066
H 0.09658 -0.24707 2.11147
H 0.32649 1.24151 1.16397
H -2.08867 -0.02943 2.80111
*
```

=====

*D*
This record from the OMol25 dataset describes a cluster of 2 separate species, C4H12N2S in total. The level of theory is wB97M-V/def2-TZVPD.

For the LUMO energy, the calculation gives -3.0 eV.

Structure (ORCA input):
```
! RIJCOSX wB97M-V def2-TZVPD def2/J DEFGRID3
* xyz 0 1
C 1.08712 0.37490 -0.25787
N -0.32520 0.01783 -0.15494
C -1.13915 0.17150 -1.35306
C -2.57476 -0.21675 -0.96806
S 2.23171 -2.47790 -0.29170
C 1.64515 0.77200 1.13005
N 0.99456 0.00774 2.22629
H 1.62406 -0.56728 -0.60169
H 1.04656 1.23920 -0.92187
H -0.37184 -0.95130 0.13944
H -0.78247 -0.32884 -2.26149
H -1.17514 1.24011 -1.60959
H -2.84965 0.41887 -0.11984
H -3.34187 -0.15293 -1.73370
H -2.57435 -1.22484 -0.53999
H 2.72628 0.78320 1.21090
H 1.27345 1.80040 1.22324
H 1.63818 0.02997 3.00550
H 0.86736 -0.93588 1.87837
*
```

=====

Which of them is the most stable? Correct choice: *A*.

=====

*A*
This record from the OMol25 dataset describes a cluster of 10 separate species, C20H40Br20 in total. The level of theory is wB97M-V/def2-TZVPD.

For the LUMO energy, the calculation gives 0.0 eV. As for the SMILES: BrCCBr.BrCCBr.BrCCBr.BrCCBr.BrCCBr.BrCCBr.BrCCBr.BrCCBr.BrCCBr.BrCCBr.

Structure (ORCA input):
```
! RIJCOSX wB97M-V def2-TZVPD def2/J DEFGRID3
* xyz 0 1
Br 19.92133 8.49074 -7.59886
C 19.28344 7.76235 -9.27105
C 20.03817 6.48466 -9.58534
Br 19.55331 5.83792 -11.33597
H 19.42354 8.51801 -10.03933
H 18.21264 7.59167 -9.20759
H 19.85504 5.70872 -8.84334
H 21.11681 6.60985 -9.59255
Br 16.95768 4.48429 -4.70467
C 18.41156 3.62076 -5.64728
C 18.58143 2.22421 -5.19299
Br 19.36708 2.07191 -3.42271
H 19.29836 4.24436 -5.63492
H 18.06928 3.56173 -6.68461
H 19.25415 1.64859 -5.82829
H 17.64001 1.68650 -5.17268
Br 22.39091 0.32030 -3.47135
C 23.00783 1.33790 -1.95973
C 22.07178 2.48987 -1.72544
Br 22.75379 3.62203 -0.30858
H 24.01559 1.68601 -2.15875
H 23.02945 0.71785 -1.06838
H 21.07904 2.13899 -1.45305
H 21.94935 3.14496 -2.58330
Br 16.39101 0.73379 0.35416
C 17.02537 2.40894 -0.39417
C 18.43774 2.58199 -0.01470
Br 19.03404 4.35442 -0.58480
H 16.39927 3.19418 0.01010
H 16.91011 2.30587 -1.46496
H 19.06903 1.86848 -0.52974
H 18.60401 2.57455 1.05358
Br 21.44202 5.14500 -3.56477
C 20.58440 6.85048 -3.95085
C 19.29197 6.87513 -3.21173
Br 18.22512 8.42660 -3.65929
H 20.39861 6.77725 -5.01929
H 21.27663 7.66706 -3.78645
H 19.43926 6.90624 -2.13423
H 18.67558 6.01532 -3.44490
Br 23.23621 12.53687 -2.84215
C 21.85162 12.02402 -1.62587
C 21.48385 10.59485 -1.81142
Br 20.07523 10.17097 -0.52669
H 20.99448 12.66969 -1.80094
H 22.15634 12.21960 -0.60161
H 22.29306 9.90721 -1.59737
H 21.04026 10.38386 -2.77838
Br 15.82042 14.45931 -1.85387
C 16.12106 12.78723 -2.79163
C 16.95681 11.83134 -2.00398
Br 16.21070 11.39420 -0.27351
H 16.61205 13.03494 -3.72586
H 15.12992 12.37952 -2.96072
H 17.91857 12.28103 -1.76659
H 17.13201 10.89180 -2.51395
Br 15.47028 7.39981 -7.26217
C 15.26469 8.72157 -5.87627
C 14.66864 8.09214 -4.65471
Br 14.70664 9.29656 -3.14288
H 14.64885 9.53200 -6.25998
H 16.23314 9.15980 -5.65368
H 15.23887 7.20921 -4.36304
H 13.65561 7.71955 -4.77987
Br 22.60658 5.49714 -7.05572
C 22.24588 3.69016 -6.54861
C 22.43576 2.73262 -7.66860
Br 21.89487 0.99237 -7.09012
H 21.23458 3.59795 -6.15391
H 22.87308 3.40592 -5.70528
H 23.46327 2.70178 -8.01904
H 21.82025 2.95792 -8.53590
Br 22.66006 7.14601 -0.55128
C 21.33232 6.97827 0.83161
C 21.58680 5.73705 1.66262
Br 20.58235 5.88268 3.29782
H 20.33124 7.10806 0.43462
H 21.46452 7.82443 1.50760
H 22.63113 5.68954 1.94812
H 21.29637 4.80966 1.18455
*
```

=====

*B*
This record from the OMol25 dataset describes a cluster of 10 separate species, C20H40Br20 in total. The level of theory is wB97M-V/def2-TZVPD.

For the LUMO energy, the calculation gives 0.2 eV. As for the SMILES: BrCCBr.BrCCBr.BrCCBr.BrCCBr.BrCCBr.BrCCBr.BrCCBr.BrCCBr.BrCCBr.BrCCBr.

Structure (ORCA input):
```
! RIJCOSX wB97M-V def2-TZVPD def2/J DEFGRID3
* xyz 0 1
Br 0.96333 2.85534 2.15273
C 2.48650 2.87155 3.40768
C 3.66976 3.49355 2.77437
Br 5.17859 3.04536 3.86581
H 2.69636 1.84132 3.70829
H 2.36489 3.57307 4.24402
H 3.78423 4.57884 2.69225
H 3.93107 3.11189 1.78658
Br -3.53678 -2.53618 0.37227
C -3.13882 -4.39867 0.09469
C -3.73811 -4.69923 -1.29186
Br -3.37459 -6.54230 -1.64104
H -3.72010 -4.88866 0.91316
H -2.09397 -4.45957 0.23851
H -3.21085 -4.10749 -2.02935
H -4.72459 -4.37814 -1.40892
Br 2.58231 -5.52868 3.82232
C 1.96473 -3.66034 3.65204
C 2.98364 -2.71523 4.37933
Br 2.24964 -0.88435 4.18087
H 1.05961 -3.54436 4.23543
H 1.71785 -3.38586 2.62969
H 4.01579 -2.71864 3.91384
H 2.95472 -2.96309 5.44682
Br 4.80547 0.64161 -2.31028
C 3.37503 -0.20075 -3.24226
C 3.20101 0.55166 -4.51190
Br 1.79858 -0.34570 -5.53586
H 2.46713 -0.11383 -2.65170
H 3.82881 -1.21961 -3.25554
H 4.10163 0.48127 -5.13948
H 2.91129 1.63744 -4.34368
Br 1.88813 3.07126 -2.17529
C 0.56990 4.34854 -1.41263
C -0.18911 5.13492 -2.40462
Br -1.24696 6.41019 -1.45588
H 1.23506 4.97689 -0.78931
H -0.12560 3.85718 -0.76174
H -1.00856 4.66032 -2.89953
H 0.39685 5.78377 -3.04528
Br 5.37741 -3.83249 -3.62260
C 4.02411 -4.83359 -2.79267
C 2.78605 -5.05376 -3.59893
Br 1.38891 -5.81346 -2.44913
H 3.93609 -4.38367 -1.77837
H 4.56098 -5.71295 -2.59477
H 2.95417 -5.73858 -4.38732
H 2.36189 -4.09795 -4.05750
Br -5.00866 -0.77597 -3.59376
C -3.13111 -0.24590 -3.46850
C -3.10723 1.22951 -3.81101
Br -1.18949 1.74366 -3.64879
H -2.51424 -0.81197 -4.16660
H -2.80350 -0.30895 -2.44604
H -3.45984 1.99158 -3.16545
H -3.41503 1.48788 -4.80458
Br -1.03212 3.27359 5.57788
C -1.00087 1.32160 5.36393
C -1.80137 0.98273 4.19352
Br -1.75439 -0.95929 4.08786
H -1.41111 0.97137 6.28839
H 0.03746 1.11763 5.25949
H -1.31488 1.43832 3.32746
H -2.84464 1.30362 4.31258
Br -1.54247 1.09868 0.18112
C -0.51488 -0.47820 0.67666
C 0.36543 -0.74178 -0.53067
Br 1.28121 -2.59414 -0.23663
H -1.14062 -1.27410 0.92483
H 0.07011 -0.18436 1.54316
H 1.15623 -0.02956 -0.75625
H -0.21818 -1.01230 -1.39433
Br -5.07143 3.12263 3.31316
C -4.08206 3.60308 1.75489
C -4.89625 3.17420 0.56308
Br -3.92568 3.72199 -1.01443
H -3.15260 3.16823 1.82589
H -3.97989 4.68832 1.83225
H -5.92334 3.65800 0.56127
H -5.13806 2.15109 0.52632
*
```

=====

Which of them is the most stable? Correct choice: *A*.

=====

*A*
This record from the OMol25 dataset describes a cluster of 2 separate species, C3H8OS in total. The level of theory is wB97M-V/def2-TZVPD.

For the LUMO energy, the calculation gives 1.0 eV. As for the SMILES: CC=O.CS.

Structure (ORCA input):
```
! RIJCOSX wB97M-V def2-TZVPD def2/J DEFGRID3
* xyz 0 1
C -0.65489 -0.27667 -3.71738
C -0.56643 0.40111 -2.36702
O -0.60203 -0.22694 -1.34116
H 0.32424 -0.71744 -3.88957
H -0.88589 0.39173 -4.54433
H -1.41782 -1.04181 -3.61208
H -0.30747 1.47604 -2.32697
C -0.14896 -0.61659 2.93482
S 1.09933 0.44071 2.12806
H -0.86250 -0.99286 2.21054
H 0.44586 -1.39752 3.40786
H -0.61939 -0.08644 3.75540
H 0.23608 1.29703 1.56598
*
```

=====

*B*
This record from the OMol25 dataset describes a cluster of 2 separate species, C3H8OS in total. The level of theory is wB97M-V/def2-TZVPD.

For the LUMO energy, the calculation gives 0.7 eV. As for the SMILES: C=C(C)O.S.

Structure (ORCA input):
```
! RIJCOSX wB97M-V def2-TZVPD def2/J DEFGRID3
* xyz 0 1
C -0.15374 -1.73908 0.91049
C -0.59913 -0.51123 1.12911
C -0.20296 0.73644 0.35064
O -1.43025 -0.25273 2.20730
H 0.44917 -1.89710 0.02798
H -0.39920 -2.57862 1.54045
H 0.10914 0.40222 -0.64033
H -1.10038 1.33517 0.24985
H 0.68839 1.10527 0.85375
H -1.07114 0.53201 2.65152
S 1.37132 0.41574 -3.34900
H 0.33011 1.25385 -3.47686
H 2.00866 1.19806 -2.45491
*
```

=====

*C*
This record from the OMol25 dataset describes a cluster of 2 separate species, C3H8OS in total. The level of theory is wB97M-V/def2-TZVPD.

For the LUMO energy, the calculation gives 0.7 eV. As for the SMILES: C=O.CCS.

Structure (ORCA input):
```
! RIJCOSX wB97M-V def2-TZVPD def2/J DEFGRID3
* xyz 0 1
C 2.31045 2.53153 1.43825
O 3.30450 2.11127 1.95801
H 1.52607 1.90097 0.98411
H 2.06392 3.60862 1.52195
C -1.49841 0.52633 -1.12669
C -1.10127 -0.56909 -0.16267
S -1.17650 -2.24119 -0.91305
H -1.03583 0.32209 -2.10064
H -2.55155 0.47618 -1.42529
H -1.31254 1.57123 -0.88283
H -1.80400 -0.63512 0.66963
H -0.13354 -0.43194 0.31489
H -2.49384 -2.18050 -1.16510
*
```

=====

Which of them is the most stable? Correct choice: *A*.